Entry 1:
Formula: C65H64Cl5N7P2PbSTe
Source: the OMol25 dataset
Level of theory: wB97M-V/def2-TZVPD

Geometry as XYZ:
```
146
Properties=species:S:1:pos:R:3
Pb -0.571 0.244 0.585
C -0.482 5.565 -2.577
C -1.139 4.370 -2.827
C -0.574 3.167 -2.466
C 0.668 3.105 -1.823
C 1.290 4.326 -1.519
C 0.731 5.523 -1.911
N 1.246 1.907 -1.516
C 2.473 1.897 -0.813
C 3.584 2.416 -1.460
C 4.794 2.589 -0.812
C 4.884 2.211 0.522
C 3.821 1.627 1.160
C 2.571 1.428 0.525
N 1.550 0.815 1.159
N 1.843 0.490 2.469
C 0.933 -0.041 3.212
C 1.264 -0.339 4.577
C 0.344 -0.875 5.412
C -0.962 -1.138 4.931
C -1.229 -0.862 3.619
N -0.349 -0.345 2.764
H -0.916 6.511 -2.875
H -2.109 4.381 -3.310
H -1.093 2.236 -2.642
H 2.225 4.342 -0.982
H 1.257 6.443 -1.684
H 3.474 2.730 -2.493
H 5.640 3.026 -1.327
H 5.811 2.365 1.061
H 3.881 1.308 2.187
H 2.268 -0.098 4.891
H 0.590 -1.102 6.444
H -1.711 -1.584 5.567
H -2.211 -1.071 3.202
N -1.411 2.362 0.833
P -2.094 2.791 2.124
C -3.065 4.334 1.900
C -2.944 4.936 0.656
C -3.628 6.105 0.382
C -4.443 6.668 1.352
C -4.574 6.063 2.593
C -3.882 4.898 2.871
C -3.375 1.648 2.817
C -3.922 0.849 1.816
C -4.818 -0.158 2.114
C -5.179 -0.379 3.434
C -4.655 0.422 4.436
C -3.760 1.437 4.134
C -0.991 3.270 3.511
C -0.607 2.478 4.584
C 0.430 2.884 5.407
C 1.092 4.075 5.167
C 0.724 4.863 4.087
C -0.298 4.451 3.258
H -2.290 4.457 -0.063
H -3.526 6.584 -0.583
H -4.976 7.587 1.143
H -5.216 6.509 3.343
H -3.970 4.429 3.843
H -3.596 1.026 0.798
H -5.213 -0.787 1.326
H -5.861 -1.183 3.676
H -4.933 0.240 5.466
H -3.359 2.048 4.931
H -1.108 1.541 4.780
H 0.727 2.254 6.235
H 1.910 4.378 5.809
H 1.245 5.789 3.883
H -0.569 5.031 2.383
N -2.367 0.651 -1.847
C -3.457 0.479 -2.172
N -4.689 0.274 -2.547
C -5.739 1.194 -2.189
C -6.963 0.411 -1.717
C -7.386 -0.596 -2.786
C -6.215 -1.518 -3.119
C -5.002 -0.705 -3.560
H -6.017 1.806 -3.063
H -5.373 1.855 -1.401
H -7.775 1.109 -1.498
H -6.712 -0.125 -0.800
H -7.706 -0.062 -3.687
H -8.225 -1.191 -2.417
H -6.486 -2.220 -3.910
H -5.949 -2.093 -2.233
H -5.222 -0.200 -4.515
H -4.134 -1.353 -3.692
Te 0.612 0.066 -2.161
C 1.075 0.446 -4.234
C 0.286 1.080 -5.152
C 0.709 0.918 -6.488
C 1.826 0.150 -6.587
S 2.374 -0.374 -5.041
H -0.573 1.660 -4.863
H 0.191 1.334 -7.337
H 2.347 -0.170 -7.468
Cl -2.208 -2.498 -1.801
C -2.552 -3.125 -0.211
C -1.546 -3.018 0.742
C -1.856 -3.635 1.953
Cl -0.596 -3.819 3.128
C -3.105 -4.155 2.268
Cl -3.496 -4.762 3.848
C -4.066 -4.233 1.268
Cl -5.613 -4.944 1.589
C -3.759 -3.776 -0.007
Cl -4.871 -4.132 -1.295
C 2.260 -4.470 1.186
C 2.052 -4.711 -0.307
C 0.567 -4.986 -0.550
C 2.844 -5.934 -0.766
P 2.312 -3.030 -1.183
C 2.239 -3.625 -2.930
C 1.079 -3.265 -3.613
C 0.839 -3.704 -4.902
C 1.757 -4.524 -5.535
C 2.916 -4.885 -4.872
C 3.157 -4.438 -3.585
C 4.107 -2.411 -0.958
C 4.244 -1.291 -1.995
C 4.149 -1.791 0.442
C 5.290 -3.369 -1.099
H 1.779 -5.259 1.765
H 1.809 -3.522 1.474
H 3.318 -4.452 1.441
H 0.245 -5.867 0.007
H 0.360 -5.152 -1.607
H -0.032 -4.139 -0.204
H 2.541 -6.785 -0.153
H 3.917 -5.809 -0.650
H 2.630 -6.174 -1.805
H 0.353 -2.638 -3.110
H -0.070 -3.415 -5.411
H 1.566 -4.884 -6.537
H 3.634 -5.532 -5.358
H 4.063 -4.742 -3.090
H 3.526 -0.495 -1.790
H 4.067 -1.656 -3.008
H 5.245 -0.859 -1.955
H 4.947 -1.053 0.498
H 4.327 -2.549 1.202
H 3.217 -1.282 0.680
H 5.412 -3.723 -2.119
H 5.207 -4.218 -0.425
H 6.198 -2.826 -0.832
```

Calculated values
**Net charge**: -2
**Gap between HOMO and LUMO**: 4.5 eV
**Electronic energy**: -6741.2697 hartree
**Highest occupied orbital energy**: -0.7975 eV
**Lowest unoccupied orbital energy**: 3.7 eV

---

Entry 2:
Formula: C65H76N15O3S3
Source: the OMol25 dataset
Level of theory: wB97M-V/def2-TZVPD

Geometry as XYZ:
```
162
Properties=species:S:1:pos:R:3
C -0.468 -4.854 -4.554
C -1.993 -4.932 -4.696
N -2.665 -4.006 -3.772
N -3.762 -4.614 -3.082
C -5.003 -4.582 -3.859
C -5.689 -5.954 -4.007
C -5.235 -7.016 -3.022
S -3.830 -8.029 -3.623
C -2.816 -7.923 -2.179
S -1.491 -7.034 -2.069
N -3.238 -8.710 -1.064
C -3.077 -10.076 -1.033
C -3.560 -10.449 0.186
N -4.022 -9.377 0.880
C -3.820 -8.327 0.107
C -3.900 -3.934 -1.787
C -4.157 -2.407 -1.863
C -3.126 -1.663 -1.024
C -3.445 -1.824 0.466
C -2.594 -0.938 1.367
C -1.115 -1.288 1.331
C -0.257 -0.200 2.039
C 0.604 0.500 0.996
S 1.567 1.765 1.871
C 2.765 2.267 0.711
N 2.688 3.307 -0.058
N 3.886 3.358 -0.746
C 4.586 2.347 -0.353
O 3.939 1.609 0.574
C -4.982 -4.624 -0.937
O -6.178 -4.426 -1.225
O -4.536 -5.360 -0.025
H 0.016 -4.501 -5.459
H -0.229 -4.185 -3.737
H -0.019 -5.818 -4.318
H -2.369 -5.941 -4.586
H -2.226 -4.624 -5.718
H -2.994 -3.218 -4.318
H -5.738 -3.916 -3.415
H -4.805 -4.185 -4.852
H -6.753 -5.830 -3.828
H -5.610 -6.338 -5.022
H -4.962 -6.613 -2.058
H -6.053 -7.707 -2.851
H -2.659 -10.670 -1.817
H -3.576 -11.451 0.575
H -4.077 -7.302 0.337
H -2.960 -4.093 -1.276
H -4.224 -2.022 -2.878
H -5.126 -2.240 -1.410
H -3.050 -0.609 -1.291
H -2.145 -2.103 -1.193
H -4.494 -1.576 0.595
H -3.292 -2.865 0.737
H -2.758 0.112 1.128
H -2.927 -1.097 2.393
H -0.776 -1.402 0.306
H -0.932 -2.225 1.846
H 0.368 -0.667 2.793
H -0.929 0.515 2.499
H -0.054 0.964 0.271
H 1.244 -0.235 0.526
H 5.580 2.123 -0.690
N 2.458 6.424 -3.676
C 3.063 5.828 -2.646
C 3.567 6.516 -1.554
C 3.436 7.894 -1.521
C 2.808 8.528 -2.583
C 2.340 7.749 -3.630
H 3.147 4.752 -2.704
H 4.048 5.984 -0.748
H 3.815 8.460 -0.679
H 2.683 9.603 -2.600
H 1.841 8.205 -4.479
N 2.151 -8.155 -4.754
C 1.298 -8.244 -3.733
C 1.421 -9.172 -2.708
C 2.485 -10.057 -2.745
C 3.381 -9.977 -3.799
C 3.169 -9.012 -4.772
H 0.472 -7.538 -3.737
H 0.697 -9.195 -1.904
H 2.618 -10.799 -1.968
H 4.227 -10.647 -3.864
H 3.849 -8.915 -5.613
N 3.863 7.004 1.998
C 4.539 7.334 3.098
C 4.773 6.461 4.149
C 4.277 5.169 4.056
C 3.569 4.812 2.922
C 3.389 5.761 1.927
H 4.911 8.353 3.133
H 5.330 6.786 5.017
H 4.437 4.457 4.854
H 3.159 3.818 2.798
H 2.840 5.515 1.025
N -0.835 6.166 3.527
C 0.203 6.357 2.715
C 0.286 7.403 1.806
C -0.769 8.299 1.740
C -1.858 8.116 2.579
C -1.839 7.038 3.450
H 1.000 5.634 2.804
H 1.157 7.512 1.174
H -0.743 9.129 1.046
H -2.699 8.796 2.566
H -2.666 6.863 4.131
N 8.162 2.555 -1.253
C 8.254 2.562 0.073
C 9.313 3.113 0.775
C 10.343 3.690 0.050
C 10.266 3.693 -1.333
C 9.157 3.116 -1.935
H 7.429 2.092 0.599
H 9.328 3.091 1.855
H 11.192 4.133 0.556
H 11.047 4.134 -1.937
H 9.055 3.101 -3.014
N -0.395 6.662 7.812
C -0.087 6.867 6.531
C 0.560 8.005 6.069
C 0.888 8.991 6.982
C 0.564 8.801 8.317
C -0.066 7.619 8.678
H -0.370 6.083 5.841
H 0.788 8.114 5.017
H 1.382 9.899 6.657
H 0.794 9.550 9.063
H -0.332 7.428 9.713
N -3.033 10.924 4.360
C -2.374 10.546 5.453
C -1.977 11.425 6.452
C -2.278 12.769 6.306
C -2.964 13.177 5.173
C -3.317 12.218 4.236
H -2.152 9.487 5.530
H -1.444 11.058 7.319
H -1.982 13.486 7.061
H -3.219 14.216 5.017
H -3.856 12.497 3.337
N -5.907 0.389 -1.404
C -6.074 1.233 -2.418
C -7.309 1.541 -2.968
C -8.435 0.932 -2.436
C -8.278 0.047 -1.383
C -6.997 -0.188 -0.904
H -5.167 1.682 -2.810
H -7.385 2.237 -3.792
H -9.418 1.141 -2.838
H -9.126 -0.457 -0.941
H -6.831 -0.878 -0.084
N 3.478 -13.481 -2.318
C 3.845 -14.325 -1.356
C 4.799 -15.318 -1.526
C 5.403 -15.444 -2.765
C 5.031 -14.576 -3.778
C 4.069 -13.615 -3.503
H 3.346 -14.195 -0.402
H 5.058 -15.973 -0.706
H 6.151 -16.207 -2.939
H 5.476 -14.638 -4.762
H 3.751 -12.915 -4.267
```

Calculated values
**Net charge**: -1
**Gap between HOMO and LUMO**: 6.6 eV
**Electronic energy**: -4764.0029 hartree
**Highest occupied orbital energy**: -5.0442 eV
**Lowest unoccupied orbital energy**: 1.5 eV